Density functional theory data (ωB97M-V/def2-TZVPD) for a molecular structure, C2H6NO at a distorted geometry.

Element x y z (Å)
C 0.269 1.154 0.015
C -0.641 -1.110 0.114
N 0.868 -0.071 0.608
O 1.854 -0.491 -0.199
H -0.159 0.948 -1.050
H -0.417 1.429 0.767
H 1.107 1.986 -0.139
H -0.741 -1.907 0.760
H -1.551 -0.561 0.091
H -0.590 -1.377 -0.968

Cartesian forces (eV/Å) of the 2 atoms listed first:
2.4 0.5 -2.1
1.6 2.0 -1.4

## Properties
HOMO level (spin up / spin down) = -1.592 / -1.593 eV
E = -5704.943 eV
maximum force = 3.42 eV/Å
energy relative to the best compared isomer or geometry (same formula, charge and spin) = 78.26 kcal/mol
lowest unoccupied orbital energy (spin up / spin down) = 4.9 / 4.9 eV
frontier orbital gap (spin up / spin down) = 6.46 / 6.46 eV
charge = -1

---

Density functional theory data (ωB97M-V/def2-TZVPD) for a molecular structure, C18H19BeNO10 at a distorted geometry.

Element x y z (Å)
Be 0.082 -1.063 -0.132
C 3.475 1.278 -1.844
C 2.640 0.393 -0.965
C 2.626 0.690 0.631
O 1.798 0.107 1.371
C 3.495 1.677 1.058
C 4.065 2.575 0.178
C 4.050 2.338 -1.262
O 4.680 3.183 -2.040
O 4.504 3.646 0.719
O 2.022 -0.567 -1.403
H 3.471 1.094 -2.909
H 3.615 1.906 2.107
C -3.548 1.628 -4.049
C -2.790 0.616 -3.448
C -1.660 1.152 -2.379
O -1.095 0.405 -1.562
C -1.436 2.566 -2.284
C -2.213 3.463 -2.962
C -3.368 2.945 -3.840
O -4.169 3.730 -4.430
O -2.024 4.757 -2.707
O -2.715 -0.550 -3.745
H -4.314 1.280 -4.726
H -0.695 2.926 -1.586
C -0.915 1.760 1.736
O -1.151 0.368 1.639
C -2.357 -0.105 2.174
C -2.442 -1.656 1.887
N -1.080 -2.200 2.031
C -0.820 -3.623 2.077
C 0.709 -3.797 2.047
O 1.294 -3.190 0.809
C 2.646 -3.539 0.597
H -1.200 2.405 0.905
H 0.149 1.912 1.920
H -1.416 2.175 2.611
H -3.193 0.274 1.586
H -2.595 0.195 3.195
H -2.905 -1.813 0.912
H -3.012 -2.045 2.730
H -0.748 -1.843 2.915
H -1.199 -4.103 1.175
H -1.323 -4.218 2.840
H 0.939 -4.857 1.936
H 1.169 -3.426 2.963
H 3.396 -3.229 1.324
H 2.727 -3.009 -0.352
H 2.829 -4.613 0.553

Cartesian forces (eV/Å) of the 2 atoms listed first:
0.8 1.2 -0.7
-3.3 -4.1 2.3

## Properties
HOMO level (spin up / spin down) = 1.950 / 1.587 eV
E = -41331.506 eV
2S+1 = 2
maximum force = 6.54 eV/Å
lowest unoccupied orbital energy (spin up / spin down) = 5.7 / 5.7 eV
frontier orbital gap (spin up / spin down) = 3.75 / 4.08 eV
charge = -3

---

Density functional theory data (ωB97M-V/def2-TZVPD) for a single C4H8OS molecule at a distorted geometry.

Element x y z (Å)
C 2.715 -1.049 0.262
C 1.843 -0.188 -0.231
O 0.427 -0.182 -0.036
C -0.610 0.815 -0.273
C -1.843 0.496 0.612
S -2.817 -0.979 -0.054
H 2.568 -1.336 1.262
H 3.696 -1.114 -0.266
H 2.392 0.411 -1.097
H -0.574 0.911 -1.321
H -0.071 1.640 0.276
H -1.456 0.030 1.580
H -2.667 1.433 0.731
H -3.603 -0.888 -1.446

Cartesian forces (eV/Å) of the 2 atoms listed first:
0.6 1.0 0.1
-0.9 1.8 -3.7

## Properties
HOMO level = -8.881 eV
E = -17155.923 eV
maximum force = 5.00 eV/Å
energy relative to the best compared isomer or geometry (same formula, charge and spin) = 104.40 kcal/mol
lowest unoccupied orbital energy = 0.5 eV
frontier orbital gap = 9.38 eV
SMILES = C=COCCS
charge = 0

---

Density functional theory data (ωB97M-V/def2-TZVPD) for a molecular structure, C45H49Br2GeNOOs.

Element x y z (Å)
Os 0.571 0.665 -0.179
C 2.509 -0.136 0.395
C 2.207 -0.341 -1.007
C 1.189 -1.390 -0.988
C 1.221 -2.000 0.328
C 1.986 -1.248 1.167
C 2.217 -1.461 2.649
C 1.002 -2.109 3.312
C 3.434 -2.387 2.794
C 2.520 -0.133 3.350
C 0.356 -2.032 -2.111
C 1.254 -2.917 -2.992
C -0.394 -1.024 -2.988
C -0.709 -2.957 -1.505
C 3.247 0.075 -2.059
C 4.214 -1.111 -2.204
C 4.104 1.257 -1.570
C 2.677 0.435 -3.435
H 3.291 0.521 0.737
H 0.556 -2.780 0.651
H 0.786 -3.089 2.883
H 0.114 -1.494 3.183
H 1.194 -2.246 4.378
H 3.237 -3.355 2.333
H 3.659 -2.544 3.851
H 4.315 -1.954 2.317
H 1.701 0.578 3.220
H 3.436 0.324 2.973
H 2.652 -0.303 4.420
H 1.909 -2.340 -3.639
H 0.620 -3.534 -3.633
H 1.867 -3.584 -2.383
H 0.230 -0.197 -3.318
H -1.240 -0.609 -2.441
H -0.785 -1.537 -3.870
H -0.265 -3.832 -1.030
H -1.359 -3.312 -2.307
H -1.320 -2.436 -0.768
H 4.616 -1.390 -1.228
H 5.051 -0.828 -2.847
H 3.737 -1.989 -2.635
H 4.763 0.960 -0.754
H 3.514 2.106 -1.232
H 4.742 1.593 -2.389
H 2.201 -0.411 -3.922
H 3.488 0.768 -4.086
H 1.945 1.239 -3.368
Br -2.784 -2.475 2.619
C -3.211 -1.167 1.326
C -4.556 -0.911 1.022
C -4.893 0.017 0.082
Br -6.725 0.326 -0.295
C -3.887 0.740 -0.602
C -4.122 1.712 -1.597
C -3.065 2.334 -2.190
C -1.761 2.010 -1.795
N -1.497 1.117 -0.861
C -2.543 0.474 -0.269
C -2.161 -0.501 0.707
O -0.919 -0.710 0.931
H -5.328 -1.463 1.540
H -5.139 1.949 -1.878
H -3.208 3.088 -2.952
H -0.914 2.499 -2.259
C 1.071 2.267 -0.860
Ge 0.728 3.848 0.329
C -0.476 3.622 1.847
C -0.913 2.394 2.330
C -1.804 2.304 3.392
C -2.259 3.460 4.005
C -1.815 4.696 3.558
C -0.934 4.776 2.490
C -0.053 5.169 -0.876
C -1.401 5.523 -0.803
C -1.963 6.379 -1.741
C -1.188 6.886 -2.773
C 0.151 6.532 -2.869
C 0.710 5.677 -1.929
C 2.485 4.417 0.943
C 3.251 3.488 1.651
C 4.515 3.818 2.115
C 5.032 5.083 1.874
C 4.279 6.017 1.179
C 3.010 5.687 0.718
H 1.434 2.647 -1.819
H -0.559 1.457 1.903
H -2.139 1.330 3.728
H -2.956 3.399 4.831
H -2.160 5.603 4.040
H -0.606 5.753 2.151
H -2.023 5.126 -0.010
H -3.008 6.649 -1.665
H -1.626 7.553 -3.504
H 0.759 6.922 -3.675
H 1.757 5.408 -2.020
H 2.853 2.498 1.842
H 5.097 3.089 2.666
H 6.020 5.342 2.232
H 4.678 7.007 0.998
H 2.428 6.430 0.188

Cartesian forces (eV/Å) of the 2 atoms listed first:
0.3 -0.5 -0.1
0.0 0.3 -0.2

## Properties
HOMO level = -7.142 eV
E = -250065.287 eV
maximum force = 0.83 eV/Å
lowest unoccupied orbital energy = -0.5 eV
frontier orbital gap = 6.67 eV
charge = 0

---

Density functional theory data (ωB97M-V/def2-TZVPD) for a molecular structure, C6H17BrCl4NbOSi at a distorted geometry.

Element x y z (Å)
C 3.733 -1.847 -0.265
Si 2.794 -0.228 -0.721
C 3.897 0.779 -1.908
C 2.460 0.785 0.875
O 1.322 -0.710 -1.468
C 0.566 -1.532 -0.586
C -0.981 -1.434 -0.854
Nb -1.726 0.717 -1.192
Br -2.927 0.815 1.198
H 3.550 -2.086 0.799
H 4.811 -1.681 -0.450
H 3.334 -2.678 -0.868
H 4.686 0.099 -2.280
H 3.313 1.173 -2.753
H 4.367 1.577 -1.308
H 2.599 0.087 1.721
H 3.091 1.685 0.942
H 1.409 1.123 0.910
H 0.688 -1.250 0.485
H 0.912 -2.589 -0.643
H -1.442 -1.770 0.102
H -1.311 -2.149 -1.631
H -3.208 0.056 -2.017
H -2.286 2.432 -1.551
H -0.280 1.485 -0.379
H -0.756 0.703 -2.714
C -6.518 1.287 3.309
Cl -5.191 0.155 3.602
Cl -7.915 0.405 2.661
Cl -6.977 2.069 4.836
Cl -6.014 2.521 2.148

Cartesian forces (eV/Å) of the 2 atoms listed first:
-0.4 0.6 0.1
-0.8 -0.2 -0.3

## Properties
HOMO level = -4.904 eV
E = -138103.124 eV
maximum force = 2.84 eV/Å
lowest unoccupied orbital energy = 2.3 eV
frontier orbital gap = 7.15 eV
charge = -1

---

Density functional theory data (ωB97M-V/def2-TZVPD) for 2 unconnected molecules or ions with the total composition CH4N2O3 at a distorted geometry.

Element x y z (Å)
N -0.057 -1.083 0.955
C -1.006 -0.404 0.216
O -1.940 -0.871 -0.400
O -0.804 0.931 0.095
H 0.465 -0.654 1.732
H -0.357 -2.052 1.258
H -1.574 1.271 -0.244
N 2.032 1.276 -1.226
O 2.127 0.219 -1.768
H 1.114 1.367 -0.616

Cartesian forces (eV/Å) of the 2 atoms listed first:
-0.6 -1.4 1.2
-0.7 -0.2 -0.7

## Properties
HOMO level = -9.022 eV
E = -10222.240 eV
maximum force = 4.68 eV/Å
energy relative to the best compared isomer or geometry (same formula, charge and spin) = 4.31 kcal/mol
lowest unoccupied orbital energy = 0.1 eV
frontier orbital gap = 9.13 eV
SMILES = NC(=O)O.N=O
charge = 0

---

What did the second record say?
Density functional theory data (ωB97M-V/def2-TZVPD) for a molecular structure, C18H19BeNO10 at a distorted geometry.

Element x y z (Å)
Be 0.082 -1.063 -0.132
C 3.475 1.278 -1.844
C 2.640 0.393 -0.965
C 2.626 0.690 0.631
O 1.798 0.107 1.371
C 3.495 1.677 1.058
C 4.065 2.575 0.178
C 4.050 2.338 -1.262
O 4.680 3.183 -2.040
O 4.504 3.646 0.719
O 2.022 -0.567 -1.403
H 3.471 1.094 -2.909
H 3.615 1.906 2.107
C -3.548 1.628 -4.049
C -2.790 0.616 -3.448
C -1.660 1.152 -2.379
O -1.095 0.405 -1.562
C -1.436 2.566 -2.284
C -2.213 3.463 -2.962
C -3.368 2.945 -3.840
O -4.169 3.730 -4.430
O -2.024 4.757 -2.707
O -2.715 -0.550 -3.745
H -4.314 1.280 -4.726
H -0.695 2.926 -1.586
C -0.915 1.760 1.736
O -1.151 0.368 1.639
C -2.357 -0.105 2.174
C -2.442 -1.656 1.887
N -1.080 -2.200 2.031
C -0.820 -3.623 2.077
C 0.709 -3.797 2.047
O 1.294 -3.190 0.809
C 2.646 -3.539 0.597
H -1.200 2.405 0.905
H 0.149 1.912 1.920
H -1.416 2.175 2.611
H -3.193 0.274 1.586
H -2.595 0.195 3.195
H -2.905 -1.813 0.912
H -3.012 -2.045 2.730
H -0.748 -1.843 2.915
H -1.199 -4.103 1.175
H -1.323 -4.218 2.840
H 0.939 -4.857 1.936
H 1.169 -3.426 2.963
H 3.396 -3.229 1.324
H 2.727 -3.009 -0.352
H 2.829 -4.613 0.553

Cartesian forces (eV/Å) of the 2 atoms listed first:
0.8 1.2 -0.7
-3.3 -4.1 2.3

## Properties
HOMO level (spin up / spin down) = 1.950 / 1.587 eV
E = -41331.506 eV
2S+1 = 2
maximum force = 6.54 eV/Å
lowest unoccupied orbital energy (spin up / spin down) = 5.7 / 5.7 eV
frontier orbital gap (spin up / spin down) = 3.75 / 4.08 eV
charge = -3

---

What is the E in the second record? -41331.506 eV

---

Which of these has the highest E? C2H6NO